The molecule CH3NO4S2 at a distorted geometry, computed with ωB97M-V with the def2-TZVPD basis set.

Positions of all 11 atoms, in Å:
O1 -1.264 -1.648 0.317
H1 0.218 -0.222 2.420
N1 -0.548 0.118 -1.767
S1 1.291 -0.728 0.112
S2 -1.559 -0.283 0.569
H2 0.290 1.306 1.353
O2 0.839 0.100 -1.366
C1 0.139 0.149 1.382
H3 -0.671 0.699 -2.520
O3 2.619 -0.267 0.353
O4 -1.353 0.776 -0.852

## Properties
Strongest force on any atom = 4.1 eV/A
Calculated total energy = -32429.9904 eV
HOMO = -9.4822 eV
Energy relative to the best compared isomer or geometry (same formula, charge and spin) = 245.4 kJ/mol

The molecule C2H6N2O2 at a distorted geometry, computed with ωB97M-V with the def2-TZVPD basis set.

Positions of all 12 atoms, in Å:
O1 -1.392 0.047 1.517
H1 0.698 0.795 0.796
H2 -2.001 -1.454 0.105
C1 -1.082 -0.975 0.559
O2 -0.104 -1.010 -1.678
H3 2.616 0.731 -0.776
H4 -0.583 -1.797 1.196
C2 -0.160 -0.500 -0.552
N1 0.744 0.479 -0.136
H5 -1.903 0.714 1.069
H6 1.518 1.991 -1.017
N2 1.648 0.980 -1.083

## Properties
Strongest force on any atom = 2.8 eV/A
Calculated total energy = -9245.3407 eV
HOMO = -9.7185 eV
SMILES = NNC(=O)CO
Energy relative to the best compared isomer or geometry (same formula, charge and spin) = 190.7 kJ/mol

A structure of composition C50H27AsBrI4N5O2PbS4 at a distorted geometry, computed with ωB97M-V with the def2-TZVPD basis set.

Positions of all 95 atoms, in Å:
H1 -5.119 -1.108 -1.027
C1 0.772 0.782 4.226
H2 1.095 4.875 -2.992
H3 -0.896 5.096 1.480
C2 0.200 4.804 -3.574
C3 -4.260 -2.511 0.325
C4 -0.206 3.071 -0.981
C5 1.126 -0.909 2.776
I1 -0.469 6.168 7.681
S1 -3.577 2.397 0.401
C6 0.621 1.229 2.864
N1 1.297 -1.802 -0.125
C7 -3.087 -0.831 -2.861
C8 -0.646 4.265 0.855
C9 -1.301 4.384 5.483
C10 1.073 -0.514 4.170
H4 1.573 -0.559 -5.165
C11 2.395 -4.533 -5.723
H5 4.428 -3.765 -5.541
H6 0.628 -6.063 4.373
C12 1.213 -0.524 -2.899
N2 -2.172 -2.594 -1.470
H7 0.281 -4.902 -5.734
S2 -5.435 1.262 0.623
H8 -1.150 5.062 -1.145
C13 0.773 1.285 -4.200
H9 1.298 -1.080 5.086
C14 1.759 -2.788 -3.644
H10 -2.078 3.260 3.820
H11 3.952 -2.461 -3.499
C15 1.109 -4.340 -5.294
S3 -4.931 2.407 4.001
Br1 -0.672 -4.508 -0.321
C16 -1.741 3.370 -4.006
H12 0.681 1.500 4.983
C17 0.516 1.492 -2.781
H13 -3.147 4.176 -5.361
H14 3.666 -2.251 4.052
Pb1 -0.600 -0.051 -0.157
C18 1.207 3.956 4.394
H15 -2.252 4.558 5.962
C19 2.364 -5.176 5.098
C20 3.122 -2.934 -4.097
O1 -2.021 -0.146 -2.846
H16 2.813 -4.339 -1.687
C21 1.985 -3.208 3.213
C22 0.067 2.715 -2.328
As1 -4.100 1.391 2.456
C23 -2.186 -3.308 -0.394
C24 1.216 0.038 -4.245
I2 2.642 -6.441 6.839
C25 -1.468 5.494 -5.072
H17 -0.341 -3.265 -3.980
C26 0.081 3.481 3.786
C27 2.601 -3.619 0.413
I3 -2.301 6.804 -6.532
C28 -0.543 3.641 -3.304
C29 1.106 -4.271 3.308
C30 -4.340 -1.779 -0.857
C31 2.470 -3.579 -0.969
I4 2.775 -5.558 -7.560
C32 1.612 -2.094 2.239
H18 0.260 -4.273 2.620
C33 -0.129 2.983 1.243
H19 -2.198 2.387 -3.867
C34 -3.250 -1.831 -1.778
H20 0.494 6.476 -4.807
N3 0.260 2.259 0.107
C35 -2.213 4.346 -4.847
H21 -2.847 -3.680 1.520
C36 -1.217 3.709 4.296
C37 3.410 -3.742 -5.198
H22 3.131 -4.248 0.975
N4 0.839 0.260 2.005
N5 0.845 0.411 -1.992
C38 3.219 -4.063 5.074
H23 2.267 3.674 4.087
H24 0.709 1.867 -5.094
H25 -4.901 -2.247 1.125
C39 0.207 2.585 2.537
C40 1.320 -5.273 4.263
C41 1.491 -1.793 -2.540
C42 0.731 -3.428 -4.301
C43 1.636 -2.448 -1.292
H26 1.881 4.987 6.150
O2 -4.081 -0.710 -3.579
C44 3.041 -3.139 4.071
C45 1.047 4.745 5.525
C46 -3.086 -3.244 0.601
C47 -0.736 4.305 -0.488
C48 1.820 -2.491 0.904
C49 -0.181 4.980 6.058
H27 3.946 -3.847 5.895
S4 -2.979 -0.364 2.731
C50 -0.210 5.697 -4.542

## Properties
Strongest force on any atom = 5.0 eV/A
Calculated total energy = -275708.6034 eV
HOMO (spin up / spin down) = -2.4726 / -2.4716 eV
Energy relative to the best compared isomer or geometry (same formula, charge and spin) = 84.7 kJ/mol
Total charge = -2

The molecule C4H8N2O at a distorted geometry, computed with ωB97M-V with the def2-TZVPD basis set.

Positions of all 15 atoms, in Å:
H1 -0.513 -1.176 0.381
C1 0.895 -0.979 -1.160
N1 0.305 0.700 0.565
O1 -2.399 0.548 -0.491
C2 -1.320 0.004 -1.209
C3 1.166 0.232 1.654
H2 0.797 1.394 0.009
H3 1.986 -0.423 1.314
H4 -0.982 0.673 -2.022
C4 -0.151 -0.383 -0.287
H5 0.559 -0.327 2.376
H6 1.598 1.093 2.172
H7 -1.595 -0.954 -1.675
H8 -2.015 0.999 0.287
N2 1.666 -1.400 -1.914

## Properties
Strongest force on any atom = 1.1 eV/A
Calculated total energy = -9304.5797 eV
HOMO = -10.2377 eV
SMILES = CN[C@H](C#N)CO
Energy relative to the best compared isomer or geometry (same formula, charge and spin) = 175.0 kJ/mol

The molecule C20H22N2O, computed with ωB97M-V with the def2-TZVPD basis set.

Positions of all 45 atoms, in Å:
C1 1.111 2.095 -2.020
C2 2.697 -1.042 0.752
H1 0.943 0.267 2.401
H2 3.036 1.471 -1.316
H3 -4.288 -2.759 5.310
H4 0.698 -0.463 -1.013
C3 1.982 1.275 -1.114
C4 -0.523 3.548 -3.737
N1 -0.262 -3.234 1.501
H5 1.783 -0.424 -2.416
H6 2.012 2.928 -5.859
H7 2.934 -0.040 1.118
C5 -4.327 -2.741 4.222
N2 2.739 -1.037 -0.700
C6 -0.629 -1.186 2.665
H8 -4.528 -3.747 3.864
H9 -5.155 -2.095 3.931
C7 1.382 -1.501 1.334
C8 -1.440 -0.416 3.508
H10 0.473 3.735 -6.200
C9 1.724 -0.222 -1.343
H11 -2.561 -3.986 2.565
C10 -2.619 -0.921 3.997
H12 -1.121 0.582 3.769
H13 -1.160 4.115 -4.401
H14 1.773 4.610 -5.393
H15 -3.236 -0.320 4.648
C11 0.941 -2.841 0.955
H16 -0.547 2.143 -0.665
C12 0.614 -0.728 2.133
C13 0.762 3.209 -4.142
O1 1.547 -3.600 0.216
C14 -0.989 3.165 -2.492
H17 -1.991 3.433 -2.188
C15 -2.253 -2.985 2.834
C16 -1.052 -2.485 2.328
H18 1.772 1.529 -0.074
C17 -0.178 2.441 -1.637
C18 1.564 2.481 -3.273
C19 1.283 3.640 -5.480
H19 2.649 -1.998 -1.017
H20 -0.570 -4.167 1.252
H21 2.565 2.211 -3.578
C20 -3.040 -2.216 3.667
H22 3.484 -1.726 1.085

## Properties
Strongest force on any atom = 0.7 eV/A
Calculated total energy = -26126.1234 eV
HOMO = -8.3950 eV
SMILES = Cc1cccc(CCNCc2cc3ccc(C)cc3[nH]c2=O)c1
Energy relative to the best compared isomer or geometry (same formula, charge and spin) = 0.0 kJ/mol

A structure of composition C28H31N6ORuSbSe, computed with ωB97M-V with the def2-TZVPD basis set.

Positions of all 69 atoms, in Å:
H1 5.128 -1.263 -1.859
C1 -4.503 -2.391 0.347
H2 0.996 -6.749 -1.229
H3 -1.092 2.407 1.181
H4 -2.977 1.260 -1.217
H5 1.178 6.496 0.413
N1 -2.004 -1.148 0.079
H6 -1.989 3.067 -2.055
C2 -0.235 1.413 4.245
C3 -3.419 -2.798 1.124
Sb1 -0.550 -2.846 2.130
H7 -5.471 -2.863 0.452
C4 -0.077 0.281 5.002
H8 1.684 -1.015 -3.450
H9 -1.063 -3.711 -3.481
C5 2.525 4.093 0.100
C6 3.405 -0.249 0.896
C7 0.597 5.683 0.015
H10 3.556 0.025 1.932
C8 -2.209 -2.160 0.967
H11 0.483 2.950 1.747
H12 -0.288 2.386 4.714
C9 -2.188 3.880 -1.364
C10 -0.692 5.626 -0.385
N2 -0.916 4.346 -0.835
N3 2.011 -0.581 -0.974
Se1 0.530 1.821 -1.242
H13 2.768 4.423 1.108
O1 0.739 -2.648 0.439
H14 5.476 -0.684 0.517
H15 -2.669 4.702 -1.887
C11 -0.496 2.596 2.071
H16 -0.508 -2.089 -1.599
H17 -1.458 6.381 -0.408
C12 -2.829 0.291 -1.695
H18 -0.296 -6.079 -3.255
C13 -0.089 -5.357 -2.477
H19 -3.527 -3.602 1.840
H20 0.025 -1.870 4.889
H21 2.813 -2.382 -3.353
Ru1 0.227 -0.233 0.169
C14 -0.249 -3.139 -1.605
C15 0.628 -5.741 -1.351
C16 -4.298 -1.390 -0.568
H22 -0.962 3.368 2.682
C17 -0.060 -0.942 4.337
C18 -3.040 -0.789 -0.689
H23 -1.808 0.283 -2.075
C19 -0.181 -0.947 2.964
C20 2.163 -0.208 0.300
C21 3.004 -0.944 -1.772
H24 1.451 -4.995 0.532
C22 -0.329 1.343 2.850
C23 2.701 -1.307 -3.194
C24 4.294 -0.974 -1.236
H25 -5.100 -1.054 -1.211
H26 2.636 3.015 0.016
C25 4.480 -0.641 0.095
H27 3.389 -0.809 -3.876
H28 3.180 4.584 -0.617
N4 0.427 -3.561 -0.527
H29 0.008 0.335 6.079
C26 0.888 -4.810 -0.370
C27 -0.522 -4.046 -2.608
H30 -3.538 0.207 -2.516
C28 0.201 3.608 -0.704
H31 -2.831 3.539 -0.553
N5 1.136 4.436 -0.191
N6 -0.266 0.174 2.197

## Properties
Strongest force on any atom = 0.9 eV/A
Calculated total energy = -114977.5397 eV
HOMO = -12.1283 eV
Energy relative to the best compared isomer or geometry (same formula, charge and spin) = 106.8 kJ/mol
Total charge = +2